(1)
Here is a structure of composition C5H7BrS in a non-equilibrium geometry from the OMol25 dataset. Energies are from wB97M-V/def2-TZVPD.

Summary:
charge: 0
E_HOMO (alpha / beta): -0.3265 / -0.3264 hartree
2S+1: 1

XYZ file:
```
14
Properties=species:S:1:pos:R:3:forces:R:3
C 2.189873 0.707643 0.299881 -2.8 -2.2 1.7
C 1.147052 0.959791 -0.508044 1.9 -0.2 -0.5
C 3.442386 1.249420 0.389009 1.1 -0.7 -1.8
C -0.330168 -0.924378 0.501459 -0.4 2.0 0.0
C -0.141948 0.185888 -0.512779 -0.2 2.1 2.3
S 4.197353 2.552983 0.207400 1.1 0.8 0.3
Br 4.676065 -1.027208 -0.099542 -0.6 1.3 0.5
H 1.983320 -0.090694 1.000441 0.3 -0.2 0.3
H 1.454037 1.600144 -1.337156 -1.0 0.2 -0.1
H -0.404997 -0.526868 1.480895 0.0 0.3 1.2
H 0.490351 -1.530839 0.443703 2.1 -1.9 0.1
H -1.203064 -1.498236 0.339124 -1.0 -0.5 -0.5
H -0.898532 0.994511 -0.309252 0.1 -0.9 -0.9
H -0.192657 -0.291188 -1.424645 -0.7 -0.3 -2.5
```
Forces are in eV/Å.



(2)
Here is a cluster of 2 separate species, C19H22N5O5 in total in a non-equilibrium geometry from the OMol25 dataset. Energies are from wB97M-V/def2-TZVPD.

Summary:
charge: +1
E_HOMO: -0.4033 hartree
2S+1: 1

XYZ file:
```
51
Properties=species:S:1:pos:R:3:forces:R:3
O -3.432821 0.213507 6.794682 -0.5 0.5 -1.1
O 0.513485 -2.920219 -1.858585 0.2 0.5 0.4
O 3.081196 -0.630588 -2.060940 -0.5 0.4 -0.3
N 0.305779 1.268315 3.703791 0.3 -1.1 1.0
O -4.673025 0.940445 5.060288 0.9 0.1 0.1
O 0.856531 3.350760 2.111571 0.2 -0.2 0.3
C -3.494850 0.698216 5.677385 0.0 -1.1 1.8
C 0.274868 -3.083835 -3.046771 -0.5 -0.8 0.6
C 2.824023 -1.262019 -3.075720 -0.3 0.3 1.4
C 0.750832 1.698450 -1.370017 -0.4 -0.7 -0.3
C 0.485629 0.505825 -1.983288 0.7 0.3 -0.2
C 0.143698 0.244613 0.190742 0.4 0.4 -0.6
C 0.093380 0.274297 4.580462 0.1 1.3 -1.1
C -1.400129 4.138220 2.274481 1.2 -0.5 -0.1
C -2.669915 4.031106 2.841256 -0.4 -1.2 1.0
C -1.129254 0.096845 5.218083 -1.6 0.3 0.4
C -0.417155 3.207511 2.602354 -1.0 1.5 -0.3
C -2.955351 2.993564 3.732495 -0.4 1.3 -0.8
C -2.215510 0.954032 4.967409 1.6 -0.4 -0.8
C -0.700876 2.137640 3.470788 0.0 -0.6 0.4
C -1.986776 2.018148 4.058798 -0.6 0.4 -0.1
N 0.519540 1.520172 -0.019995 -0.2 -1.0 -0.5
N 3.693704 -2.190054 -3.488408 0.3 -0.8 -1.1
N 0.652874 -2.229814 -4.002088 0.7 0.6 -0.8
N 0.108991 -0.387752 -0.997291 0.2 1.4 0.7
C -0.500678 -4.299497 -3.493798 0.1 0.1 0.0
C 3.639899 -3.018725 -4.695726 -0.2 0.1 0.3
C 0.674708 0.217535 -3.459167 0.3 -0.1 0.8
C 1.506326 -1.028352 -3.862738 -0.3 -0.3 -0.2
H -5.346603 0.668886 5.703870 -0.1 0.0 0.0
H 1.452073 2.900092 2.750256 -0.3 0.0 -0.5
H 1.112923 2.600116 -1.850381 -0.2 -0.1 0.5
H -0.018074 -0.212563 1.163547 0.0 0.2 -0.3
H 0.903666 -0.414632 4.799450 0.1 0.2 -0.2
H -1.166571 4.964038 1.608475 0.1 -0.1 0.1
H -3.434481 4.769257 2.609581 0.2 -0.2 0.1
H -1.229380 -0.724870 5.921735 -0.2 0.2 -0.1
H -3.949032 2.989681 4.166968 0.2 -0.3 0.0
H 0.646071 2.231038 0.702296 0.1 0.0 0.2
H 4.497411 -2.297071 -2.885746 -0.2 0.1 0.0
H 0.365461 -2.472265 -4.938282 0.1 0.1 0.0
H 0.048051 -1.399271 -1.130331 0.1 -0.3 -0.1
H 0.129074 -4.917901 -4.131034 -0.1 -0.1 -0.1
H -0.796552 -4.876718 -2.617408 0.1 0.2 -0.1
H -1.390423 -3.992099 -4.040208 0.0 -0.1 -0.1
H 4.597241 -3.527061 -4.831944 -0.2 0.2 0.1
H 2.861892 -3.777578 -4.599124 0.1 0.0 -0.1
H 3.449792 -2.406457 -5.579734 0.0 -0.1 0.0
H -0.308922 0.160574 -3.928452 0.1 -0.2 -0.2
H 1.174338 1.087028 -3.890929 -0.1 0.0 0.2
H 1.852925 -0.810569 -4.872656 -0.1 -0.1 -0.2
```
Forces are in eV/Å.



(3)
Here is the molecule C3H3NO2S in a non-equilibrium geometry from the OMol25 dataset. Energies are from wB97M-V/def2-TZVPD.

Summary:
charge: 0
E_HOMO (alpha / beta): -0.2681 / -0.3229 hartree
⟨S²⟩: 2.07
2S+1: 3

XYZ file:
```
10
Properties=species:S:1:pos:R:3:forces:R:3
C 0.408764 0.225800 -0.076259 -0.7 -0.6 -0.1
C -0.815978 1.110323 -0.036155 0.6 -0.1 1.3
C -0.474154 -2.083774 -0.231296 1.1 1.0 -0.8
N 0.041536 -1.036290 -0.011806 0.3 -0.7 -0.2
O 3.008340 -0.230170 0.065518 0.8 -1.2 0.1
O -1.987724 0.762216 -0.506409 -0.1 -0.6 -0.2
S 2.023819 0.838059 -0.061368 -1.6 1.0 -0.2
H -0.918370 1.377319 1.031263 -0.6 -0.4 0.8
H -0.612293 2.123749 -0.205365 0.8 2.1 -1.3
H -0.673942 -3.087232 0.031875 -0.4 -0.4 0.7
```
Forces are in eV/Å.